A molecular structure, C25H20Cl56FN4O3P at a distorted geometry. Source: the Open Molecules 2025 dataset; level of theory: ωB97M-V/def2-TZVPD.

Element x y z (Å)
C (-0.491, 8.096, 3.455)
C (-1.515, 6.820, 3.554)
O (-0.823, 5.570, 3.819)
C (-0.675, 4.752, 2.649)
C (-0.235, 5.557, 1.322)
N (-0.055, 6.280, 0.359)
C (0.466, 3.636, 3.035)
C (1.388, 4.378, 4.157)
N (2.163, 4.831, 4.979)
C (-0.131, 2.328, 3.756)
C (0.949, 1.544, 4.696)
N (0.616, 1.818, 6.125)
C (1.401, 3.216, 1.794)
C (2.752, 4.130, 1.657)
C (3.430, 4.036, 0.194)
F (2.878, 3.009, -0.661)
P (-2.364, 3.927, 2.204)
N (-3.203, 3.669, 3.561)
O (-2.124, 2.511, 1.275)
O (-3.346, 4.980, 1.239)
H (-0.760, 8.811, 2.603)
H (0.532, 7.621, 3.165)
H (-0.328, 8.593, 4.472)
H (-2.154, 7.040, 4.501)
H (-2.256, 6.798, 2.681)
H (-1.001, 2.611, 4.473)
H (-0.513, 1.523, 3.010)
H (0.775, 0.404, 4.538)
H (2.040, 1.741, 4.402)
H (0.177, 2.738, 6.268)
H (1.425, 1.716, 6.753)
H (0.845, 3.103, 0.791)
H (1.802, 2.152, 2.040)
H (2.500, 5.254, 1.818)
H (3.545, 3.809, 2.433)
H (4.564, 3.842, 0.327)
H (3.368, 5.086, -0.302)
H (-4.087, 4.210, 3.540)
H (-2.775, 1.835, 1.603)
H (-4.179, 4.436, 1.109)
C (-6.210, 2.739, -1.023)
Cl (-6.600, 4.436, -1.378)
Cl (-5.303, 2.045, -2.384)
Cl (-5.216, 2.646, 0.453)
Cl (-7.714, 1.822, -0.783)
C (-3.439, -1.413, -4.280)
Cl (-3.830, 0.282, -4.644)
Cl (-2.530, -2.117, -5.635)
Cl (-2.454, -1.484, -2.803)
Cl (-4.942, -2.329, -4.035)
C (0.364, -2.182, 6.705)
Cl (0.874, -1.200, 8.095)
Cl (-1.106, -1.482, 5.991)
Cl (1.661, -2.206, 5.488)
Cl (0.028, -3.842, 7.244)
C (-3.160, -3.541, -9.437)
Cl (-4.408, -2.873, -8.363)
Cl (-3.113, -2.605, -10.946)
Cl (-1.576, -3.451, -8.634)
Cl (-3.542, -5.238, -9.803)
C (5.206, -2.920, 3.325)
Cl (4.538, -4.480, 3.852)
Cl (5.432, -2.938, 1.561)
Cl (4.081, -1.615, 3.765)
Cl (6.771, -2.646, 4.120)
C (-7.301, 5.656, 2.748)
Cl (-5.630, 6.258, 2.749)
Cl (-8.386, 6.921, 2.131)
Cl (-7.416, 4.217, 1.708)
Cl (-7.773, 5.224, 4.405)
C (6.983, -3.805, -2.483)
Cl (8.746, -3.588, -2.395)
Cl (6.614, -5.506, -2.838)
Cl (6.252, -3.352, -0.926)
Cl (6.323, -2.774, -3.771)
C (12.102, -5.374, -4.749)
Cl (10.842, -4.698, -3.691)
Cl (12.158, -4.452, -6.268)
Cl (13.678, -5.271, -3.934)
Cl (11.727, -7.075, -5.103)
C (0.688, -3.881, -1.780)
Cl (-0.569, -3.209, -0.716)
Cl (0.742, -2.956, -3.296)
Cl (2.264, -3.778, -0.967)
Cl (0.314, -5.582, -2.137)
C (-8.545, 7.328, 7.746)
Cl (-10.159, 7.857, 8.268)
Cl (-8.518, 5.555, 7.608)
Cl (-8.165, 8.054, 6.168)
Cl (-7.337, 7.846, 8.942)
C (-5.366, -8.786, -9.192)
Cl (-6.423, -7.516, -9.849)
Cl (-6.352, -10.176, -8.688)
Cl (-4.212, -9.300, -10.443)
Cl (-4.476, -8.152, -7.790)
C (-7.349, 1.055, 4.328)
Cl (-7.268, -0.437, 5.290)
Cl (-8.667, 2.082, 4.937)
Cl (-5.806, 1.928, 4.458)
Cl (-7.655, 0.646, 2.626)
C (-0.569, -9.905, -8.628)
Cl (-0.963, -8.210, -8.992)
Cl (0.339, -10.607, -9.985)
Cl (0.420, -9.978, -7.152)
Cl (-2.071, -10.823, -8.381)
C (15.688, -8.664, -5.956)
Cl (17.365, -8.076, -5.951)
Cl (14.622, -7.408, -6.621)
Cl (15.577, -10.128, -6.958)
Cl (15.188, -9.044, -4.293)

Values from the calculation:
Energy relative to the best compared isomer or geometry (same formula, charge and spin), kcal per mole: 0.0
Kohn-Sham gap, Eh: 0.3253
HOMO level, eV: -9.2
Multiplicity: 1

Löwdin atomic charge list, values in e, 99 entries: number 1, C, carries -0.0685; number 2, C, carries -0.2217; number 3, O, carries -0.1631; number 4, C, carries -0.3735; number 5, C, carries -0.1357; number 6, N, carries 0.1792; number 7, C, carries -0.2957; number 8, C, carries -0.1392; number 9, N, carries 0.1579; number 10, C, carries -0.1425; number 11, C, carries -0.2737; number 12, N, carries -0.0280; number 13, C, carries -0.1287; number 14, C, carries -0.1625; number 15, C, carries -0.1662; number 16, F, carries -0.1103; number 17, P, carries 0.7420; number 18, N, carries -0.1785; number 19, O, carries -0.2274; number 20, O, carries -0.3057; number 21, H, carries 0.0816; number 22, H, carries 0.0791; number 23, H, carries 0.0791; number 24, H, carries 0.1373; number 25, H, carries 0.1082; number 26, H, carries 0.1153; number 27, H, carries 0.1237; number 28, H, carries 0.0660; number 29, H, carries 0.1104; number 30, H, carries 0.0650; number 31, H, carries 0.0639; number 32, H, carries 0.1305; number 33, H, carries 0.1317; number 34, H, carries 0.1099; number 35, H, carries 0.1169; number 36, H, carries 0.1203; number 37, H, carries 0.1241; number 38, H, carries -0.0676; number 39, H, carries 0.0656; number 40, H, carries -0.0602; number 41, C, carries -1.9691; number 42, Cl, carries 0.5329; number 43, Cl, carries 0.5195; number 44, Cl, carries 0.5461; number 45, Cl, carries 0.5283; number 46, C, carries -1.9983; number 47, Cl, carries 0.4975; number 48, Cl, carries 0.4860; number 49, Cl, carries 0.4892; number 50, Cl, carries 0.5238; number 51, C, carries -2.0104; number 52, Cl, carries 0.5204; number 53, Cl, carries 0.5211; number 54, Cl, carries 0.4702; number 55, Cl, carries 0.5176; number 56, C, carries -2.0103; number 57, Cl, carries 0.5025; number 58, Cl, carries 0.5247; number 59, Cl, carries 0.5032; number 60, Cl, carries 0.4934; number 61, C, carries -1.9837; number 62, Cl, carries 0.5290; number 63, Cl, carries 0.4511; number 64, Cl, carries 0.4836; number 65, Cl, carries 0.5328; number 66, C, carries -1.9540; number 67, Cl, carries 0.5849; number 68, Cl, carries 0.5380; number 69, Cl, carries 0.4782; number 70, Cl, carries 0.4633; number 71, C, carries -1.9714; number 72, Cl, carries 0.4733; number 73, Cl, carries 0.5330; number 74, Cl, carries 0.4478; number 75, Cl, carries 0.5310; number 76, C, carries -2.0015; number 77, Cl, carries 0.4581; number 78, Cl, carries 0.5183; number 79, Cl, carries 0.5047; number 80, Cl, carries 0.4958; number 81, C, carries -2.0165; number 82, Cl, carries 0.4933; number 83, Cl, carries 0.5029; number 84, Cl, carries 0.5080; number 85, Cl, carries 0.5205; number 86, C, carries -2.0152; number 87, Cl, carries 0.5189; number 88, Cl, carries 0.4968; number 89, Cl, carries 0.4959; number 90, Cl, carries 0.5205; number 91, C, carries -2.0186; number 92, Cl, carries 0.5106; number 93, Cl, carries 0.5210; number 94, Cl, carries 0.4912; number 95, Cl, carries 0.4903; number 96, C, carries -2.0101; number 97, Cl, carries 0.5236; number 98, Cl, carries 0.4964; number 99, Cl, carries 0.5126

A molecular structure, C25H20ClF5MoP at a distorted geometry. Source: the Open Molecules 2025 dataset; level of theory: ωB97M-V/def2-TZVPD.

Element x y z (Å)
C (-0.833, -1.969, 3.953)
C (-0.734, -2.133, 2.510)
C (0.655, -2.206, 2.162)
H (-1.520, -2.359, 1.800)
C (1.421, -2.037, 3.348)
C (0.526, -1.885, 4.479)
H (0.812, -1.493, 5.455)
H (-1.767, -1.911, 4.485)
H (1.009, -2.504, 1.167)
H (2.508, -2.093, 3.343)
Mo (0.200, -0.145, 3.291)
Cl (2.272, 0.883, 2.471)
P (0.277, 0.182, -1.319)
C (1.540, -0.972, -1.478)
C (1.254, -1.830, -2.579)
H (0.261, -1.785, -3.016)
C (2.275, -2.638, -3.080)
H (2.076, -3.220, -3.977)
C (3.529, -2.635, -2.448)
H (4.330, -3.232, -2.887)
C (3.778, -1.863, -1.299)
H (4.772, -1.886, -0.833)
C (2.778, -1.034, -0.775)
H (2.904, -0.427, 0.118)
C (-1.377, -0.375, -1.363)
C (-1.791, -1.722, -1.128)
H (-1.064, -2.452, -0.781)
C (-3.106, -2.088, -1.421)
H (-3.413, -3.136, -1.326)
C (-4.017, -1.137, -1.914)
H (-5.012, -1.447, -2.238)
C (-3.643, 0.209, -2.056)
H (-4.338, 0.951, -2.460)
C (-2.339, 0.605, -1.748)
H (-2.010, 1.640, -1.851)
C (0.657, 1.849, -1.366)
C (1.182, 2.069, -2.679)
H (1.373, 1.185, -3.301)
C (1.382, 3.373, -3.103)
H (1.725, 3.536, -4.124)
C (1.115, 4.439, -2.207)
H (1.265, 5.455, -2.569)
C (0.670, 4.214, -0.898)
H (0.468, 5.068, -0.232)
C (0.465, 2.904, -0.442)
H (0.164, 2.665, 0.576)
F (-2.920, 0.396, 2.978)
C (-1.765, 1.146, 2.763)
F (-1.979, 1.847, 1.592)
C (-1.564, 2.237, 3.860)
F (-2.649, 3.002, 3.971)
F (-1.289, 1.729, 5.109)
F (-0.511, 3.030, 3.469)

Values from the calculation:
Kohn-Sham gap (spin up / spin down), Eh: 0.2514 / 0.2256
HOMO level (spin up / spin down), eV: -10.7 / -11.1
<S²>: 2.036
Multiplicity: 3
Total charge: +1

Okay, here come the Löwdin numbers, in e, for every atom: number 1, C, carries -0.2033; number 2, C, carries -0.1575; number 3, C, carries -0.1615; number 4, H, carries 0.1051; number 5, C, carries -0.2235; number 6, C, carries -0.2326; number 7, H, carries 0.1135; number 8, H, carries 0.1146; number 9, H, carries 0.1130; number 10, H, carries 0.1151; number 11, Mo, carries 1.1925; number 12, Cl, carries -0.0667; number 13, P, carries 1.1742; number 14, C, carries -0.3726; number 15, C, carries -0.0894; number 16, H, carries 0.1044; number 17, C, carries -0.0511; number 18, H, carries 0.1160; number 19, C, carries -0.0462; number 20, H, carries 0.1166; number 21, C, carries -0.0499; number 22, H, carries 0.1210; number 23, C, carries -0.0579; number 24, H, carries 0.0513; number 25, C, carries -0.3378; number 26, C, carries -0.0863; number 27, H, carries 0.1025; number 28, C, carries -0.0588; number 29, H, carries 0.1190; number 30, C, carries -0.0458; number 31, H, carries 0.1168; number 32, C, carries -0.0490; number 33, H, carries 0.1197; number 34, C, carries -0.0616; number 35, H, carries 0.1109; number 36, C, carries -0.3643; number 37, C, carries -0.0854; number 38, H, carries 0.1097; number 39, C, carries -0.0487; number 40, H, carries 0.1156; number 41, C, carries -0.0371; number 42, H, carries 0.1150; number 43, C, carries -0.0441; number 44, H, carries 0.1248; number 45, C, carries -0.0425; number 46, H, carries 0.0844; number 47, F, carries 0.0008; number 48, C, carries -0.3806; number 49, F, carries 0.0102; number 50, C, carries -0.5708; number 51, F, carries 0.1658; number 52, F, carries 0.1029; number 53, F, carries 0.0893

A molecular structure, C25H20F15Ge2InN2S. Source: the Open Molecules 2025 dataset; level of theory: ωB97M-V/def2-TZVPD.

Element x y z (Å)
In (-2.347, -0.168, 0.837)
N (-3.149, 1.467, -0.688)
C (-3.885, 2.634, -0.152)
C (-5.304, 2.285, 0.287)
C (-5.449, 1.218, 1.359)
N (-5.234, -0.122, 0.773)
H (-2.241, 1.729, -1.074)
H (-3.656, 1.034, -1.455)
H (-3.940, 3.435, -0.887)
H (-3.303, 3.009, 0.691)
H (-5.886, 1.958, -0.588)
H (-5.770, 3.209, 0.631)
H (-6.436, 1.295, 1.813)
H (-4.717, 1.381, 2.156)
H (-5.893, -0.273, 0.016)
H (-5.416, -0.853, 1.451)
C (-1.001, 0.547, 4.381)
Ge (-1.031, -1.246, 3.587)
C (-1.000, -2.555, 5.028)
C (0.600, -1.430, 2.552)
C (-2.535, -1.577, 2.370)
H (-0.155, 0.672, 5.069)
H (-1.925, 0.748, 4.930)
H (-0.904, 1.288, 3.580)
H (-0.130, -2.370, 5.665)
H (-0.926, -3.563, 4.614)
H (-1.900, -2.496, 5.645)
H (1.483, -1.494, 3.195)
H (0.707, -0.563, 1.902)
H (0.551, -2.320, 1.924)
H (-3.445, -1.175, 2.852)
F (3.819, 2.214, -1.569)
C (2.944, 2.272, -2.580)
C (1.962, 1.309, -2.760)
C (1.149, 1.474, -3.876)
F (0.198, 0.578, -4.167)
C (1.276, 2.532, -4.747)
F (0.473, 2.655, -5.804)
C (2.257, 3.477, -4.519)
F (2.397, 4.503, -5.351)
C (3.098, 3.347, -3.436)
F (4.051, 4.254, -3.228)
Ge (1.478, -0.098, -1.471)
S (-0.618, 0.255, -1.039)
C (2.707, 0.036, 0.040)
C (2.664, 1.182, 0.820)
F (1.821, 2.180, 0.517)
C (3.466, 1.368, 1.921)
F (3.391, 2.481, 2.650)
C (4.358, 0.375, 2.273)
F (5.138, 0.532, 3.335)
C (4.441, -0.776, 1.522)
F (5.309, -1.726, 1.864)
C (3.623, -0.930, 0.420)
F (3.773, -2.072, -0.264)
C (1.690, -1.841, -2.335)
C (2.125, -2.058, -3.632)
F (2.559, -1.058, -4.411)
C (2.160, -3.319, -4.194)
F (2.587, -3.500, -5.443)
C (1.751, -4.405, -3.451)
F (1.781, -5.621, -3.982)
C (1.316, -4.233, -2.151)
F (0.935, -5.289, -1.435)
C (1.290, -2.962, -1.623)
F (0.869, -2.843, -0.360)

Values from the calculation:
Energy relative to the best compared isomer or geometry (same formula, charge and spin), kcal per mole: 21.5
Kohn-Sham gap, Eh: 0.2636
HOMO level, eV: -7.5
Multiplicity: 1

Okay, here come the Löwdin numbers, in e, for every atom: number 1, In, carries 0.6844; number 2, N, carries -0.1138; number 3, C, carries -0.2347; number 4, C, carries -0.1946; number 5, C, carries -0.2740; number 6, N, carries -0.0275; number 7, H, carries -0.0432; number 8, H, carries 0.0971; number 9, H, carries 0.1165; number 10, H, carries 0.1191; number 11, H, carries 0.1172; number 12, H, carries 0.1167; number 13, H, carries 0.1093; number 14, H, carries 0.1040; number 15, H, carries 0.0818; number 16, H, carries 0.0718; number 17, C, carries -0.2419; number 18, Ge, carries 0.5820; number 19, C, carries -0.2324; number 20, C, carries -0.2306; number 21, C, carries -0.4203; number 22, H, carries 0.0174; number 23, H, carries 0.0145; number 24, H, carries 0.0004; number 25, H, carries 0.0179; number 26, H, carries 0.0190; number 27, H, carries 0.0151; number 28, H, carries 0.0308; number 29, H, carries -0.0138; number 30, H, carries 0.0185; number 31, H, carries -0.1225; number 32, F, carries 0.1049; number 33, C, carries -0.2050; number 34, C, carries -0.1299; number 35, C, carries -0.2514; number 36, F, carries 0.0799; number 37, C, carries -0.1400; number 38, F, carries 0.1290; number 39, C, carries -0.1322; number 40, F, carries 0.1409; number 41, C, carries -0.1412; number 42, F, carries 0.1312; number 43, Ge, carries 0.7250; number 44, S, carries 0.3067; number 45, C, carries -0.1413; number 46, C, carries -0.2583; number 47, F, carries 0.0885; number 48, C, carries -0.1404; number 49, F, carries 0.1336; number 50, C, carries -0.1295; number 51, F, carries 0.1439; number 52, C, carries -0.1410; number 53, F, carries 0.1335; number 54, C, carries -0.2083; number 55, F, carries 0.1088; number 56, C, carries -0.1309; number 57, C, carries -0.2066; number 58, F, carries 0.1034; number 59, C, carries -0.1404; number 60, F, carries 0.1300; number 61, C, carries -0.1306; number 62, F, carries 0.1415; number 63, C, carries -0.1377; number 64, F, carries 0.1352; number 65, C, carries -0.2405; number 66, F, carries 0.0849

| no. | DFT total energy (a.u.) |
| --- | --- |
| 1 | -27620.9614 |
| 2 | -2333.3685 |
| 3 | -7314.1803 |